A cluster of 9 separate species, C41H92N5O14 in total in a non-equilibrium geometry. Source: the OMol25 dataset; level of theory: ωB97M-V with the def2-TZVPD basis set.

XYZ file:
```
152
Properties=species:S:1:pos:R:3:forces:R:3:lowdin_charge:R:1
C -0.07351 -5.50549 -5.34903 -0.799 1.278 0.672 -0.0967
C 1.27980 -5.23261 -4.87480 3.749 -0.569 -0.014 -0.2740
C 1.84299 -3.77245 -5.15388 -0.557 -1.158 1.065 -0.0850
N 2.89294 -3.29094 -4.13141 -0.580 0.403 2.118 -0.2369
C 2.09272 -3.11634 -2.78610 0.908 3.219 0.699 -0.0531
C 2.84822 -2.15505 -1.75560 1.596 -0.442 -1.264 -0.1301
C 3.58584 -0.85977 -2.28033 -2.994 -0.767 0.076 -0.1674
C 4.27506 -1.14287 -3.59296 1.022 -0.410 -0.699 -0.1603
C 3.51378 -1.97660 -4.68865 -0.374 -0.276 2.032 -0.0568
C 4.04782 -4.29747 -3.84146 -2.707 0.286 -1.208 0.0506
H -0.39737 -6.49314 -5.02074 0.097 -0.204 -0.997 0.0964
H -0.07814 -5.18114 -6.38964 -1.070 -0.625 -0.080 0.0962
H -0.63104 -4.84816 -4.68182 -0.919 0.387 -0.684 0.0724
H 2.00203 -5.89342 -5.35420 0.126 -0.209 -0.508 0.1013
H 1.34469 -5.67142 -3.87914 0.176 1.118 0.696 0.1066
H 0.97667 -3.11233 -5.11106 0.181 0.457 0.463 0.1173
H 2.26121 -3.62683 -6.14987 0.244 -0.522 0.006 0.1303
H 1.15671 -2.61571 -3.03379 -0.268 -0.338 -0.252 0.1079
H 1.91605 -4.01715 -2.19837 0.086 -0.396 -0.948 0.1243
H 2.23197 -1.92936 -0.88532 -0.148 -0.167 -0.237 0.0978
H 3.71296 -2.72668 -1.41861 -0.109 -0.498 0.505 0.0644
H 2.81046 -0.10496 -2.41123 -0.060 0.209 -0.261 0.1152
H 4.15680 -0.46425 -1.44029 0.572 -0.157 -0.410 0.1075
H 4.60142 -0.21295 -4.05863 -0.311 0.121 -0.215 0.1199
H 5.23928 -1.61184 -3.39688 0.071 -0.438 0.042 0.1021
H 2.69256 -1.38872 -5.09864 0.035 -0.169 -0.114 0.1384
H 4.17961 -2.38199 -5.45050 0.020 0.579 -0.148 0.1252
H 3.49804 -5.09185 -3.33665 0.536 -0.321 -0.189 0.0897
H 4.84534 -3.93068 -3.19530 -0.197 0.394 -0.535 0.0986
H 4.25120 -4.55116 -4.88183 1.101 -0.558 0.444 0.1069
C -8.52597 6.23693 -5.08713 -1.129 -2.338 1.398 -0.0617
C -8.05634 5.61537 -3.68261 1.805 0.088 -0.793 -0.1872
C -7.71391 4.06369 -3.65715 -1.525 0.874 -0.258 -0.1143
N -7.68156 3.45331 -2.24685 0.210 0.114 0.423 -0.2206
C -7.06449 2.00726 -2.29211 -0.765 -0.310 -0.489 -0.0778
C -5.56826 1.89529 -2.61401 0.057 1.024 -0.143 -0.1606
C -4.71422 2.85153 -1.83457 0.391 0.739 1.300 -0.1924
C -5.29770 4.30170 -1.79386 -0.261 -0.779 0.738 -0.1321
C -6.76886 4.26719 -1.28278 -0.007 -0.614 -1.376 -0.0897
C -9.19637 3.39010 -1.72120 2.022 -0.599 -1.070 0.0716
H -8.71173 7.30843 -5.01315 0.375 -0.218 -0.194 0.0780
H -9.45839 5.72536 -5.32586 -0.682 0.427 0.248 0.0618
H -7.99509 5.86594 -5.96384 1.030 0.667 0.347 0.0745
H -8.66661 5.85687 -2.81235 -0.726 -0.023 -0.509 0.0897
H -7.15187 6.17727 -3.44960 0.382 -0.180 0.097 0.0884
H -6.87593 3.73992 -4.27445 0.397 0.382 0.552 0.1279
H -8.56457 3.58406 -4.14132 -0.048 -0.231 0.050 0.1139
H -7.61082 1.42338 -3.03286 -0.250 0.396 -0.309 0.1329
H -7.36807 1.51055 -1.37058 0.418 0.398 0.385 0.1317
H -5.32981 2.14906 -3.64689 -0.604 -0.372 -0.368 0.1169
H -5.15724 0.90296 -2.42843 -0.557 -0.274 -0.107 0.1374
H -3.68880 2.74583 -2.18877 -0.015 0.601 -0.384 0.1229
H -4.59257 2.47437 -0.81917 -0.386 0.166 0.396 0.1039
H -5.12820 4.83549 -2.72897 -0.524 -0.115 -0.203 0.1108
H -4.83239 4.94747 -1.04917 0.475 -0.257 0.107 0.1143
H -7.17814 5.26947 -1.15615 -0.112 -0.143 -0.160 0.1191
H -6.84676 3.72808 -0.33865 0.168 0.071 0.045 0.1366
H -9.53327 4.37215 -1.38929 0.194 -0.177 -0.152 0.0983
H -9.27306 2.62996 -0.94376 0.204 0.261 0.065 0.1017
H -9.69794 3.02913 -2.61910 -0.431 0.200 0.378 0.0979
C 3.16250 -6.97818 3.71790 -1.509 0.182 -0.145 -0.1005
C 2.91751 -5.45535 3.56341 2.264 0.464 1.049 -0.1701
C 4.31982 -4.69585 3.85975 -2.271 -1.026 -0.667 -0.1041
N 4.92524 -4.06838 2.60253 2.016 -2.155 0.221 -0.2255
C 4.23813 -2.76727 2.26625 1.015 -0.069 -0.507 -0.0679
C 5.06547 -2.05443 1.12225 -0.005 0.114 2.917 -0.1156
C 6.53500 -1.83466 1.61516 0.007 -0.911 -1.405 -0.1736
C 7.23553 -3.16910 1.87364 -1.178 0.876 -0.052 -0.1784
C 6.43388 -3.90918 2.93758 0.616 -0.518 -0.185 -0.1096
C 4.91001 -5.19093 1.46039 -1.221 1.689 1.389 0.0646
H 3.90034 -7.47086 3.08469 0.199 0.446 -0.154 0.0594
H 2.21227 -7.45125 3.47015 -0.024 -0.273 0.076 0.0800
H 3.36773 -7.26388 4.74957 0.109 0.240 0.030 0.0833
H 2.28516 -5.06540 4.36101 -0.378 -0.378 -0.146 0.1163
H 2.45380 -5.15484 2.62385 0.091 -0.115 0.045 0.0955
H 4.94228 -5.47534 4.29911 0.623 0.233 -0.569 0.1192
H 4.15033 -3.98210 4.66593 0.207 0.620 -0.559 0.1340
H 4.18910 -2.27675 3.23840 0.092 0.576 -0.265 0.1409
H 3.20361 -2.97466 1.99263 0.068 -0.117 -0.107 0.1318
H 4.63204 -1.05880 1.02761 -0.411 -0.229 -0.698 0.1068
H 4.96016 -2.73611 0.27826 0.338 0.617 -0.403 0.0832
H 6.62874 -1.21592 2.50762 -0.454 0.095 -0.011 0.1243
H 7.15516 -1.37899 0.84323 -0.394 0.508 -0.157 0.1108
H 8.27591 -2.90080 2.05727 -0.012 -0.688 0.833 0.1256
H 7.25352 -3.77840 0.97002 0.002 0.075 -0.158 0.1006
H 6.52944 -3.51111 3.94778 -0.186 0.307 -0.156 0.1407
H 6.83405 -4.92297 2.95141 -0.347 -0.169 0.392 0.1251
H 3.87122 -5.12859 1.13615 0.252 -0.404 -0.410 0.0928
H 5.09167 -6.13814 1.96822 0.125 0.230 -0.223 0.0895
H 5.61025 -4.97808 0.65264 -0.100 0.103 0.369 0.0873
C 2.57449 5.15640 3.24445 -0.304 -0.479 -0.801 0.0320
N 1.47375 6.21966 3.06094 1.100 -0.327 -1.365 -0.3000
C 2.24782 7.46670 3.36177 -2.258 1.016 0.812 -0.0358
C 0.95159 6.39198 1.57881 0.754 -0.918 0.733 0.0300
C 0.25274 5.93864 4.04363 2.076 0.810 -3.024 -0.0394
C -0.60730 4.85388 3.43966 -1.762 -2.064 2.152 -0.2085
O -0.26072 3.50240 3.88293 0.451 1.224 -0.741 -0.0660
H 2.48514 4.65997 4.21072 -0.255 0.146 -0.116 0.1047
H 3.55001 5.63951 3.18908 -0.236 -0.011 -0.060 0.0991
H 2.53191 4.42849 2.43424 -0.181 -0.108 0.002 0.0924
H 2.49308 7.39178 4.42117 1.065 0.055 -0.310 0.1140
H 1.56929 8.31961 3.34580 -0.344 0.053 -0.193 0.0983
H 2.96848 7.69013 2.57512 0.408 -0.582 0.606 0.1191
H 0.82313 5.44000 1.06371 -0.923 -0.380 0.790 0.0848
H 1.69300 6.69811 0.84078 0.652 0.962 0.739 0.0963
H 0.09535 7.05991 1.67271 0.053 -0.255 -0.375 0.1074
H -0.23651 6.91230 4.01670 -0.275 -0.171 0.515 0.1298
H 0.75092 5.68398 4.97908 -0.594 0.012 0.082 0.1378
H -0.90069 4.78606 2.39208 1.042 0.518 -0.096 0.1218
H -1.58584 4.98431 3.90177 -0.288 0.569 0.062 0.1231
H -0.63890 3.43361 4.76261 0.079 -0.415 0.146 0.0913
C -1.53708 -1.37939 1.02945 1.780 0.374 -0.026 0.0292
N -1.17354 0.02784 1.48811 -2.420 1.282 0.148 -0.2920
C -1.90665 1.09718 0.60040 2.846 -1.531 -0.369 0.0217
C -1.83676 0.14687 2.85356 0.129 0.177 0.958 -0.0091
C 0.30766 0.33862 1.64362 -0.438 -0.017 -1.331 -0.0725
C 1.10824 0.57453 0.32738 1.029 0.090 1.375 -0.1891
O 2.48004 0.79645 0.75773 -0.971 -2.228 -0.040 -0.0982
H -1.05931 -2.03069 1.76133 -0.804 -0.084 0.594 0.0951
H -0.99456 -1.63421 0.11905 -0.640 0.526 -0.511 0.0843
H -2.62487 -1.40527 0.96501 0.370 -0.458 -0.086 0.1197
H -1.41536 2.03670 0.85343 -0.902 0.301 0.629 0.0890
H -2.98773 0.96048 0.62648 0.345 0.230 0.239 0.1002
H -1.47345 0.92231 -0.38441 -0.734 -0.326 -0.407 0.0816
H -1.07856 0.07674 3.63350 -0.020 -0.152 -0.154 0.0975
H -2.56080 -0.64103 3.06114 0.212 -0.284 -0.380 0.0867
H -2.39022 1.07950 2.96306 0.360 0.266 -0.339 0.0877
H 0.67249 -0.55859 2.14364 0.403 0.374 0.469 0.1261
H 0.40253 1.26176 2.21538 -0.151 -0.338 0.430 0.1239
H 0.85681 1.45765 -0.25997 -0.599 -0.208 -0.042 0.1001
H 1.03328 -0.34707 -0.24979 0.216 0.208 -0.408 0.0906
H 2.66816 1.73752 0.73325 -0.083 1.103 -0.624 0.0100
O 0.02540 -3.03066 5.94889 0.997 -1.637 3.931 0.1585
C 0.16744 -2.31818 4.91768 3.912 2.740 -3.151 -0.9742
O 1.19386 -1.70131 4.59404 2.313 0.560 0.401 -0.0618
O -0.81329 -2.33036 4.20227 -3.763 0.787 -3.796 -0.0398
H -0.88055 -3.10312 5.63971 -2.847 -2.414 1.863 0.0731
O -3.35471 -2.80873 3.75801 -0.211 1.169 -2.042 0.0275
C -3.79721 -3.60025 4.72750 -1.897 -2.041 3.564 -0.8983
O -5.01057 -3.85404 4.83350 -0.599 0.621 -1.422 -0.0775
O -2.97715 -4.02514 5.58216 1.722 0.323 -0.343 -0.0764
H -2.40891 -2.75323 3.91289 0.924 0.088 0.228 0.0148
O 1.52897 3.41047 -1.74832 -2.049 -2.049 -1.011 0.0991
C 2.26801 3.97756 -0.83052 3.369 1.213 1.895 -0.8870
O 2.51274 5.16862 -1.06657 -0.385 2.022 0.258 -0.0402
O 2.78583 3.34285 0.11710 -0.859 -0.812 0.459 -0.0381
H 1.26031 4.22480 -2.17993 -0.325 0.007 -0.978 0.1047
O -2.97353 -3.05962 -2.65003 -0.993 -1.748 -0.373 0.0915
C -2.10118 -2.08578 -2.82643 0.940 3.795 0.368 -0.9049
O -2.29206 -1.05397 -2.15963 0.021 0.401 0.850 -0.0631
O -1.21767 -2.21833 -3.70356 0.911 -1.124 -0.675 -0.0797
H -2.75457 -3.52503 -3.46061 -0.440 -1.190 -0.122 0.0885
```
Forces are in eV/Å.

Calculated values
- Molar mass: 879.2 g/mol
- HOMO-LUMO gap: 3.5 eV
- Total charge: +1
- Electronic energy: -80108.2330 eV